# 1
C33H37F5N2O4 | ωB97M-V/def2-TZVPD

Values from the calculation:
- LUMO energy (eV) = -2.5
- highest occupied orbital energy (eV) = -5.4920
- frontier orbital gap (eV) = 3.0
- charge = 0
- ΔE to the lowest compared entry with this formula, charge and spin (eV) = 0.103

```
81
Properties=species:S:1:pos:R:3:forces:R:3:lowdin_charge:R:1
C 1.890565 -4.463721 1.963290 0.1 -0.1 0.1 -0.07
C 2.047754 -3.510574 0.804365 0.1 0.7 0.1 -0.24
O 2.442630 -2.234398 1.341664 -0.6 -1.8 -0.5 -0.07
C 2.643394 -1.250930 0.413990 0.9 2.7 1.4 -0.46
C 3.158869 -0.070002 1.110171 -0.1 -0.6 -1.4 -0.12
C 3.451505 1.126431 0.372685 -0.3 -1.0 1.5 -0.44
O 3.112737 1.316641 -0.795489 -0.1 0.8 -1.0 -0.04
C 4.193401 2.243843 1.148619 0.0 -0.1 -0.6 -0.13
C 3.276510 3.219294 1.892203 0.3 0.1 0.1 -0.21
C 2.660654 2.773397 3.218067 -0.4 0.1 -0.1 -0.21
C 1.676010 1.591337 3.170020 0.0 -0.1 0.4 -0.21
C 2.305130 0.236237 3.502790 0.1 -0.1 -0.1 -0.21
C 3.445735 -0.203530 2.572397 0.2 -0.2 0.2 -0.19
O 2.411642 -1.413405 -0.774455 -0.6 -0.7 -0.7 0.02
H 1.489088 -5.409873 1.593068 0.0 -0.1 0.1 0.07
H 2.861283 -4.662660 2.432297 -0.2 0.1 0.0 0.08
H 1.203972 -4.062599 2.718712 0.2 -0.1 -0.2 0.08
H 2.811870 -3.855738 0.092353 -0.2 0.0 0.1 0.13
H 1.096941 -3.390784 0.269982 0.3 0.0 0.2 0.08
H 4.945545 1.816606 1.824768 -0.2 0.2 -0.1 0.10
H 4.728774 2.829285 0.388876 -0.1 -0.2 0.1 0.11
H 3.891847 4.101207 2.119164 -0.2 0.0 -0.1 0.10
H 2.481966 3.550363 1.207922 0.1 -0.1 0.1 0.11
H 3.455036 2.573285 3.950710 -0.1 -0.1 -0.1 0.11
H 2.105821 3.643067 3.599363 0.2 -0.1 0.0 0.10
H 0.901879 1.778202 3.930327 0.1 -0.1 -0.2 0.10
H 1.156712 1.547540 2.202996 0.2 0.0 0.1 0.11
H 2.722764 0.268912 4.519029 -0.3 0.0 0.0 0.10
H 1.528532 -0.542459 3.488041 0.1 0.2 0.0 0.10
H 3.632857 -1.269630 2.771539 0.2 0.5 0.2 0.11
H 4.358014 0.353296 2.836003 -0.2 -0.2 0.0 0.10
C -4.153878 4.459143 -4.213830 -0.4 -0.1 0.1 0.00
N -2.906651 3.732840 -4.166226 0.6 0.3 -0.2 -0.04
C -1.779926 4.198725 -4.777657 -0.2 0.6 -0.7 -0.36
O -1.708443 5.205244 -5.478395 0.1 -1.3 1.0 0.10
C -0.645587 3.221753 -4.440574 -0.3 0.2 -1.1 -0.14
C 0.444667 3.857475 -3.591330 0.1 -0.1 0.6 -0.04
C 1.055373 5.029971 -4.290248 0.4 0.4 -0.2 -0.08
C 0.734827 6.338027 -3.928127 -0.4 0.0 0.0 -0.14
F -0.144490 6.547260 -2.913956 0.6 -0.1 -0.6 0.10
C 1.223809 7.437333 -4.624172 0.0 0.2 0.1 -0.11
F 0.876518 8.688927 -4.262622 0.2 -0.8 -0.3 0.12
C 2.076557 7.230903 -5.710295 0.0 0.2 -0.1 -0.11
F 2.545159 8.283395 -6.404583 -0.3 -0.6 0.4 0.12
C 2.434217 5.934015 -6.081921 0.2 0.0 -0.2 -0.11
F 3.247127 5.735179 -7.139230 -0.5 0.1 0.7 0.12
C 1.930676 4.855550 -5.361149 0.1 -0.1 -0.1 -0.13
F 2.282161 3.595785 -5.739294 -0.3 0.8 0.3 0.10
N -1.359454 2.130567 -3.778857 1.2 -1.5 0.8 0.05
C -0.689077 1.060664 -3.310595 -0.4 1.5 -0.3 0.05
C -1.291260 0.019328 -2.616110 -0.4 -0.9 0.9 -0.06
C -0.613871 -1.032933 -2.018776 -0.2 0.9 -1.1 0.08
C -1.286539 -2.232754 -1.603728 -0.8 -1.1 0.7 -0.19
C -0.544242 -3.434195 -1.480261 0.1 0.6 0.0 -0.02
C -1.132200 -4.605059 -1.011960 -0.4 0.0 -0.1 -0.06
C -2.486289 -4.612698 -0.644319 0.5 0.3 -0.1 -0.05
C -3.256401 -3.453618 -0.807617 0.1 0.2 -0.1 -0.07
C -2.680811 -2.284357 -1.302503 0.5 -0.1 0.0 -0.01
C -2.781046 2.434633 -3.511979 -0.7 0.3 0.2 -0.46
C -3.076481 2.582184 -2.011983 0.2 0.1 0.1 0.02
C -3.756081 1.451039 -4.180815 0.2 0.0 -0.3 0.01
H -3.979853 5.433422 -4.673704 0.1 -0.2 0.1 0.10
H -4.901934 3.907962 -4.795778 0.1 0.2 0.0 0.10
H -4.539104 4.597753 -3.198079 0.0 0.1 -0.2 0.09
H -0.200910 2.847540 -5.378043 -0.2 0.2 0.2 0.18
H 0.014258 4.190130 -2.638428 0.2 -0.1 -0.1 0.14
H 1.209841 3.100648 -3.381892 0.0 0.2 0.1 0.14
H 0.387136 1.031061 -3.523191 -0.4 0.1 0.2 0.17
H -2.377143 0.040756 -2.528955 0.5 -0.2 -0.2 0.07
H 0.471111 -0.969431 -1.887568 0.1 -0.3 -0.1 0.12
H 0.515550 -3.402118 -1.753081 -0.4 0.0 0.2 0.12
H -0.527475 -5.509659 -0.923179 -0.2 0.3 0.0 0.12
H -2.924432 -5.511498 -0.210564 0.1 0.2 -0.2 0.11
H -4.313439 -3.461895 -0.534531 0.3 0.0 -0.1 0.11
H -3.291483 -1.384603 -1.414534 0.1 -0.3 0.2 0.11
H -2.461751 3.394618 -1.599970 -0.2 -0.2 0.0 0.11
H -4.137196 2.826135 -1.871838 0.3 -0.1 0.0 0.09
H -2.855676 1.663129 -1.464559 -0.1 0.2 0.0 0.08
H -3.639943 1.523465 -5.271239 -0.1 -0.1 0.3 0.11
H -3.583786 0.417048 -3.876591 -0.1 0.2 -0.1 0.07
H -4.783336 1.729229 -3.908298 0.3 -0.1 -0.1 0.09
```
Positions in Å, forces in eV/Å.

---

# 2
H32O16 | ωB97M-V/def2-TZVPD

Values from the calculation:
- LUMO energy (eV) = -0.8
- highest occupied orbital energy (eV) = -10.0939
- frontier orbital gap (eV) = 9.3
- charge = 0
- ΔE to the lowest compared entry with this formula, charge and spin (eV) = 5.508

```
48
Properties=species:S:1:pos:R:3:forces:R:3:nbo_charge:R:1
O -13.800000 3.230000 19.710000 -0.5 -0.3 0.7 -0.97
H -13.798000 3.816000 20.471000 -0.2 0.2 0.2 0.46
H -13.200000 3.711000 19.136000 0.2 0.1 -0.5 0.49
O -11.055000 3.790000 21.449000 0.3 -0.7 1.6 -0.96
H -10.972000 3.236000 22.300000 -0.2 1.5 -1.7 0.50
H -10.151000 3.982000 21.151000 -0.4 -0.4 0.5 0.47
O -9.846000 5.762000 23.600000 -0.1 1.3 0.0 -0.98
H -9.425000 4.912000 23.561000 0.2 -1.0 0.3 0.48
H -9.781000 6.125000 22.711000 0.0 0.2 -0.1 0.48
O -12.625000 5.628000 23.583000 -2.8 -0.8 -0.5 -0.96
H -11.729000 5.779000 23.449000 3.2 -0.1 -0.4 0.48
H -12.817000 6.301000 24.210000 -0.6 0.7 1.0 0.46
O -13.130000 2.268000 23.176000 0.4 0.2 2.0 -0.96
H -13.547000 2.708000 22.469000 -0.6 0.4 -2.1 0.48
H -13.397000 2.901000 23.871000 0.5 -0.4 0.2 0.48
O -8.858000 1.255000 21.890000 -1.2 -0.6 1.5 -1.00
H -8.888000 1.617000 21.012000 0.0 0.1 -1.1 0.49
H -9.768000 0.845000 21.932000 1.3 0.4 -0.1 0.51
O -9.336000 4.952000 19.298000 -1.0 0.0 -1.9 -0.98
H -8.784000 4.955000 20.050000 1.5 -0.2 2.0 0.51
H -8.784000 5.317000 18.609000 0.1 0.2 -0.5 0.49
O -8.986000 3.229000 23.981000 -0.5 0.6 0.5 -0.97
H -8.076000 3.190000 24.213000 1.2 0.1 1.0 0.47
H -8.973000 2.614000 23.264000 -0.4 -1.4 -1.5 0.51
O -8.539000 2.077000 19.261000 -0.5 -1.5 -0.7 -0.94
H -9.158000 2.149000 18.516000 0.2 0.0 0.4 0.49
H -8.246000 2.946000 19.432000 0.3 1.6 0.0 0.46
O -11.102000 3.868000 25.710000 -1.0 0.7 1.5 -0.94
H -10.646000 3.397000 25.047000 1.0 -0.6 -1.6 0.48
H -10.836000 3.344000 26.467000 0.0 0.1 0.5 0.45
O -10.178000 6.787000 21.042000 0.5 0.0 0.6 -0.96
H -10.394000 7.563000 20.562000 -0.7 2.0 0.1 0.49
H -10.029000 6.274000 20.260000 0.3 -1.4 -0.6 0.48
O -11.319000 1.011000 25.270000 1.1 -1.1 0.6 -0.95
H -11.818000 1.467000 25.930000 -0.6 0.4 0.6 0.46
H -11.612000 1.384000 24.460000 -0.7 0.4 -1.3 0.48
O -11.326000 1.259000 20.638000 -0.2 0.7 0.4 -0.97
H -11.484000 2.202000 20.859000 -0.1 -0.4 0.7 0.49
H -11.348000 1.454000 19.713000 -0.1 -0.8 -1.4 0.46
O -7.959000 4.225000 21.510000 2.5 -1.5 -0.4 -0.97
H -7.486000 4.624000 22.246000 -0.6 0.9 0.4 0.50
H -7.238000 3.537000 21.335000 -1.7 0.8 -0.2 0.49
O -11.980000 4.415000 18.284000 0.6 -0.5 0.4 -0.94
H -11.861000 4.809000 17.443000 -0.2 0.6 -1.4 0.47
H -11.143000 4.580000 18.724000 0.1 0.0 0.4 0.49
O -12.776000 6.355000 20.354000 -1.1 0.6 -0.3 -1.00
H -12.010000 6.157000 20.922000 -1.0 0.5 0.5 0.50
H -13.480000 6.916000 20.775000 1.6 -1.1 0.0 0.48
```
Positions in Å, forces in eV/Å.

---

# 3
C4H8N2O6 | ωB97M-V/def2-TZVPD

Values from the calculation:
- LUMO energy (eV) = -0.4
- highest occupied orbital energy (eV) = -9.2629
- frontier orbital gap (eV) = 8.8
- charge = 0
- ΔE to the lowest compared entry with this formula, charge and spin (eV) = 0.805
- SMILES string = O=C(O)[N+](=O)[O-].CC(C)=[N+]([O-])O

```
20
Properties=species:S:1:pos:R:3:forces:R:3:nbo_charge:R:1
O 3.971918 -1.641401 -0.151211 -0.7 0.2 0.0 -0.56
C 3.867922 -0.513941 0.221784 0.2 -3.4 -2.9 0.86
O 4.510401 0.046310 1.136425 -0.1 3.4 1.5 -0.61
N 3.141853 0.528119 -0.673903 -0.7 -1.3 -2.6 0.47
O 3.262255 1.648167 -0.280305 0.3 2.2 0.8 -0.39
O 2.602311 0.215442 -1.732408 0.8 -0.1 1.8 -0.35
H 4.195182 1.019961 0.985848 0.7 -0.8 0.8 0.51
C -1.546688 -0.832644 -0.697566 0.3 1.3 1.6 -0.66
C -0.434378 -0.074121 0.027691 -2.6 1.2 -0.6 0.23
C -0.830835 1.364209 0.311634 4.4 -1.5 2.5 -0.65
N 0.648110 -0.674213 0.345238 -1.8 -0.6 -1.0 0.34
O 1.679469 -0.300910 0.898095 1.0 0.7 1.7 -0.56
O 0.577499 -2.012970 -0.026901 1.7 -1.1 0.1 -0.57
H -2.506771 -0.156635 -0.643119 1.8 -1.9 -0.3 0.23
H -1.519255 -1.836381 -0.263537 -1.1 0.2 -0.2 0.25
H -1.101446 -0.923694 -1.659325 -0.5 -0.2 -1.4 0.24
H -1.600445 1.343570 1.020642 -1.6 -0.1 0.8 0.23
H 0.039840 1.756932 0.939248 -1.0 0.4 -1.4 0.24
H -1.097175 1.874437 -0.563684 -0.1 0.9 -1.1 0.23
H 1.512462 -2.344424 0.061263 -0.9 0.6 -0.1 0.51
```
Positions in Å, forces in eV/Å.